Entry 1:
{
  "formula": "C18H16AuClNO7STe",
  "method": "ωB97M-V with the def2-TZVPD basis set",
  "species": ["Au", "Te", "Cl", "S", "O", "O", "O", "O", "O", "O", "O", "N", "C", "C", "C", "C", "C", "C", "C", "C", "C", "C", "C", "C", "C", "C", "C", "C", "C", "C", "H", "H", "H", "H", "H", "H", "H", "H", "H", "H", "H", "H", "H", "H", "H", "H"],
  "xyz": [[0.11588, 0.79901, 1.18277], [-1.83001, 1.99663, 0.00657], [1.07915, 2.43914, 4.23967], [4.95614, -1.71436, -2.47308], [0.79043, 1.40381, 5.15655], [5.86232, -0.57571, -2.70138], [3.82887, -1.74776, -3.40651], [2.30907, 2.08153, 3.55928], [1.23418, 3.67640, 4.87627], [5.64724, -3.01478, -2.44673], [0.04430, 2.56167, 3.25874], [1.65267, -0.21213, 2.25727], [-3.21748, 0.61099, 0.80396], [3.72252, 0.08081, 0.96537], [-2.45828, 0.43968, -4.11030], [-4.97669, -1.12037, 2.11144], [3.01486, -2.17510, -0.60246], [-1.15701, 0.18863, -4.48899], [-0.08063, 0.47760, -3.61615], [4.19197, -1.43091, -0.88834], [-3.84451, -0.40295, 0.08821], [2.56924, -0.59166, 1.23039], [-2.77141, 0.93207, -2.84497], [4.51315, -0.31130, -0.14331], [2.23028, -1.73331, 0.43850], [-4.46285, -0.03238, 2.80821], [-1.73763, 1.21831, -1.97213], [-3.57336, 0.80620, 2.14149], [-0.41721, 0.96048, -2.37137], [-4.68093, -1.25490, 0.77751], [-3.61981, -0.54797, -0.93007], [0.33976, 1.20822, -1.65319], [-3.81232, 1.06514, -2.59534], [-4.73828, 0.17921, 3.84013], [2.10954, 0.47229, 2.95367], [-5.69405, -1.76107, 2.62289], [3.92247, 0.98354, 1.54757], [1.34541, -2.28161, 0.70664], [2.74889, -3.02387, -1.28410], [-3.22823, 1.68300, 2.69636], [0.94892, 0.32164, -3.94716], [-3.24039, 0.24378, -4.89042], [1.24986, -0.94068, 2.79394], [5.30397, 0.35995, -0.47234], [-5.16584, -2.05228, 0.23055], [-1.02415, -0.26466, -5.45560]],
  "largest_force_ha_per_bohr": 0.05237,
  "e_homo_ev": -5.3,
  "total_charge": -1
}

***

Entry 2:
{
  "formula": "C18H16BF3O",
  "method": "ωB97M-V with the def2-TZVPD basis set",
  "species": ["F", "F", "F", "O", "C", "C", "C", "C", "C", "C", "C", "C", "C", "C", "C", "C", "C", "C", "C", "C", "C", "C", "B", "H", "H", "H", "H", "H", "H", "H", "H", "H", "H", "H", "H", "H", "H", "H", "H"],
  "xyz": [[-2.67276, 2.80577, 2.45321], [0.94460, -0.00384, -1.02184], [1.91633, 1.94464, -1.79575], [-2.23021, 0.67572, 3.00919], [-0.76291, 1.03313, -2.95539], [-0.85187, 2.16509, -0.68415], [-1.53281, 1.52968, -1.86280], [0.20542, 3.92775, -2.26460], [-0.42897, 1.98696, 3.07215], [-0.07402, 0.70487, 3.60049], [-3.51687, 1.02078, -3.16274], [-1.36044, -1.40967, 4.04946], [-2.92640, 1.57398, -2.02128], [-1.47574, 4.58461, -0.69407], [-1.37027, 0.35179, -4.01252], [-2.76956, 0.34296, -4.12406], [-1.72354, 1.89139, 2.63074], [-0.64685, 3.54526, -1.19627], [-0.19903, 6.26996, -1.87917], [0.58962, 5.25371, -2.42132], [-1.30818, 5.91372, -1.11194], [-1.19514, -0.05483, 3.57936], [0.84468, 1.17201, -1.64687], [-3.47435, 2.13735, -1.27629], [-0.61197, -1.62374, 4.81815], [-2.30803, 4.29622, -0.03334], [-1.30727, 2.06810, 0.29469], [0.53572, 3.25520, -3.05783], [-3.27144, -0.21544, -4.91078], [0.90485, 0.34993, 3.92814], [1.50130, 5.49696, -2.94955], [-2.02985, 6.65914, -0.77213], [0.13085, 2.90160, 3.03885], [-1.19780, -2.17343, 3.26559], [-2.34077, -1.59371, 4.48711], [-0.77602, -0.22858, -4.72389], [0.04875, 7.31331, -2.00482], [-4.59658, 1.09310, -3.27836], [0.33646, 1.39669, -3.11179]],
  "de_lowest_ev": 0.9720,
  "largest_force_ha_per_bohr": 0.10832,
  "e_homo_ev": -7.8,
  "total_charge": 0
}

***

Entry 3:
{
  "formula": "C18H16Cl18F2",
  "method": "ωB97M-V with the def2-TZVPD basis set",
  "species": ["Cl", "Cl", "Cl", "Cl", "Cl", "Cl", "Cl", "Cl", "Cl", "Cl", "Cl", "Cl", "Cl", "Cl", "Cl", "Cl", "Cl", "Cl", "F", "F", "C", "C", "C", "C", "C", "C", "C", "C", "C", "C", "C", "C", "C", "C", "C", "C", "C", "C", "H", "H", "H", "H", "H", "H", "H", "H", "H", "H", "H", "H", "H", "H", "H", "H"],
  "xyz": [[3.10128, 3.69277, -2.27451], [-0.40692, -2.69666, 4.38483], [1.00361, 4.88050, -0.75992], [-3.10878, 3.94107, 2.12777], [-2.49532, 2.71270, 4.62410], [0.17251, -0.57185, -7.00643], [1.81600, 3.95745, 5.87296], [0.47199, 5.42451, 3.72388], [1.82027, -1.90823, -5.05152], [1.21058, -0.55986, 5.62853], [1.81228, -1.50200, 2.85491], [-6.35784, 1.83407, -3.58965], [-4.86779, -0.59206, -3.32800], [3.06998, -0.88133, -7.41881], [-3.78583, 1.09745, 2.66106], [0.44268, 3.29270, -3.25227], [-5.39312, 0.95285, -0.96305], [2.33225, 3.22161, 3.16158], [2.19411, -2.91526, -0.87652], [-1.78209, 0.94839, -1.63881], [1.17896, -3.68212, -0.34233], [-0.55954, 0.72106, -1.11866], [-5.02323, 1.05943, -2.65256], [-0.31909, 1.11929, 0.20756], [1.78124, 0.23398, -1.53102], [0.44301, 0.22214, -1.93818], [1.28255, -1.90291, 4.44939], [-0.93173, -3.90903, 0.73958], [0.02528, -3.09635, 0.08131], [1.41694, -5.04134, -0.32332], [1.83771, -0.66291, -6.27471], [0.46573, -5.85888, 0.28792], [1.43287, 3.52678, -1.77839], [1.97100, 4.53952, 4.25437], [0.99374, 0.96100, 0.63329], [-0.68302, -5.28435, 0.83008], [2.02811, 0.50132, -0.19519], [-3.64446, 2.79618, 3.29433], [-4.63547, 3.08280, 3.65150], [0.27471, -0.20969, -2.94657], [-1.81228, -3.39118, 1.14869], [0.75670, -6.87420, 0.49084], [-1.14394, 1.46639, 0.77295], [1.23822, 1.19371, 1.62482], [1.39292, 2.56603, -1.29822], [2.29397, -5.46566, -0.76680], [2.84067, 5.27227, 4.15358], [-1.41562, -5.86226, 1.38608], [-4.08942, 1.62641, -2.74147], [3.05786, 0.37802, 0.27322], [1.96392, 0.32938, -5.86305], [1.88719, -2.64035, 4.90528], [2.52781, -0.06872, -2.20853], [-0.08315, -1.97455, -0.08596]],
  "smiles": "ClC(Cl)Cl.ClC(Cl)Cl.ClC(Cl)Cl.ClC(Cl)Cl.ClC(Cl)Cl.ClC(Cl)Cl.Fc1ccccc1.Fc1ccccc1",
  "largest_force_ha_per_bohr": 0.04735,
  "e_homo_ev": -9.4,
  "total_charge": 0
}

***

Entry 4:
{
  "formula": "C18H16Cl25F7N2",
  "method": "ωB97M-V with the def2-TZVPD basis set",
  "species": ["Cl", "Cl", "Cl", "Cl", "Cl", "Cl", "Cl", "Cl", "Cl", "Cl", "Cl", "Cl", "Cl", "Cl", "Cl", "Cl", "Cl", "Cl", "Cl", "Cl", "Cl", "Cl", "Cl", "Cl", "Cl", "F", "F", "F", "F", "F", "F", "F", "N", "N", "C", "C", "C", "C", "C", "C", "C", "C", "C", "C", "C", "C", "C", "C", "C", "C", "C", "C", "H", "H", "H", "H", "H", "H", "H", "H", "H", "H", "H", "H", "H", "H", "H", "H"],
  "xyz": [[-1.85470, -5.76890, 1.70778], [-1.74124, -4.17765, 4.13826], [3.74659, 4.26667, -3.00458], [0.40491, -6.04355, 3.51868], [6.32602, -1.29169, 0.23181], [-7.15097, -9.78593, 0.22199], [1.91282, -0.89767, 5.71080], [-2.93158, 0.61875, -4.97616], [-4.36571, -7.67352, 3.67232], [2.75066, 3.77559, -0.32001], [1.54824, -2.98005, 3.71699], [5.22350, 1.32894, -0.35780], [-7.48528, -6.99344, -0.51166], [-5.51286, -5.19721, 2.67959], [0.51943, 8.56909, -4.57802], [4.44470, 7.49142, 0.53063], [3.72845, 9.02434, 2.89220], [3.70152, -1.05405, 3.42491], [-4.81830, -8.11114, -0.22660], [2.24835, 9.39477, 0.42083], [-1.16750, 10.55159, -3.28599], [2.08169, 6.25142, -1.68442], [-0.49864, 8.08604, -1.89965], [7.04589, 0.98955, 1.88342], [-6.26805, -6.19912, 5.30142], [0.22724, -1.93528, 0.84668], [1.78819, 1.81709, 1.53800], [1.83869, 1.37714, -0.58523], [-0.73198, 1.51541, 0.37594], [-1.74378, -1.06549, 0.53400], [-0.18598, 0.37492, 2.14429], [2.38476, -0.15861, 0.88030], [2.39675, -1.47652, -1.81055], [-3.57535, -2.10702, -2.38267], [-0.23004, -1.12212, -1.34366], [2.05028, -1.31002, 3.99976], [1.53084, 0.84588, 0.61409], [-1.17405, 0.94208, -4.65873], [0.06743, 9.31211, -3.04014], [5.77089, 0.24028, 0.91488], [3.31399, 5.00494, -1.45662], [-0.79515, -4.92943, 2.84649], [-0.77780, 0.03082, -2.25415], [1.24549, -1.40987, -1.74314], [-4.96425, -6.07139, 4.11502], [-2.45945, -2.24745, -2.12376], [-0.55384, -0.23383, -3.79757], [3.11957, 8.23749, 1.43351], [-1.00629, -2.48036, -1.70544], [0.01741, 0.46788, 0.78365], [-6.48325, -8.15579, 0.36399], [-0.42561, -0.91288, 0.18934], [-6.47854, -7.87914, 1.41348], [4.92195, 0.03876, 1.55887], [2.42811, 7.45592, 1.73037], [-0.92264, -3.23909, -0.88854], [-1.82539, 0.34109, -2.02420], [-1.08345, 1.89726, -4.09773], [-0.46372, -2.91255, -2.58331], [-0.27200, -4.14723, 2.30871], [4.19920, 5.47157, -1.04288], [-4.14825, -5.51499, 4.56275], [-0.65204, 0.97845, -5.64547], [-0.14747, 0.93711, -2.03375], [-1.04517, -1.17888, -4.12771], [0.94789, 9.78679, -2.61962], [0.53868, -0.23877, -4.04165], [1.39068, -0.65790, 3.43790]],
  "smiles": "N#CC[C@@](C#N)(CCCCl)C(F)(F)C(F)(F)C(F)(F)F.ClC(Cl)Cl.ClC(Cl)Cl.ClC(Cl)Cl.ClC(Cl)Cl.ClC(Cl)Cl.ClC(Cl)Cl.ClC(Cl)Cl.ClC(Cl)Cl",
  "largest_force_ha_per_bohr": 0.04237,
  "e_homo_ev": -11.0,
  "total_charge": 0
}